ORCA calculation (ωB97M-V/def2-TZVPD) on a molecular structure, C31H48BrCl3N3O3Pb.

The geometry in ORCA input format:
```
! RIJCOSX wB97M-V def2-TZVPD def2/J DEFGRID3
* xyz -1 1
Pb 0.6429 0.4014 -0.3959
C 0.0355 1.8127 2.5316
N -0.6839 2.2355 1.3388
C -0.4884 3.6542 1.0792
C -2.1018 1.9160 1.4171
C -2.4152 0.4340 1.3447
N -2.1508 -0.1648 0.0384
C -2.3780 -1.6074 0.1171
C -3.0202 0.3977 -0.9885
H -0.4308 2.2177 3.4440
H 1.0640 2.1707 2.4733
H 0.0722 0.7264 2.5935
H -0.9012 4.2780 1.8887
H -0.9773 3.9309 0.1449
H 0.5760 3.8701 0.9860
H -2.6068 2.4407 0.6051
H -2.5277 2.3129 2.3557
H -3.4807 0.3037 1.6047
H -1.8334 -0.1263 2.0794
H -3.4184 -1.8176 0.4142
H -1.6816 -2.0415 0.8323
H -2.2018 -2.0535 -0.8625
H -4.0820 0.2804 -0.7120
H -2.8479 -0.1181 -1.9293
H -2.8102 1.4501 -1.1658
C 1.8471 -7.9609 2.0400
C 2.8367 -6.8933 1.5545
C 3.3261 -7.2935 0.1637
C 4.0437 -6.8722 2.5022
C 2.1625 -5.5223 1.5416
C 2.0235 -4.7429 0.4023
C 1.4031 -3.5125 0.4948
Br 1.1915 -2.5649 -1.1558
C 0.8621 -2.9224 1.6715
O 0.2589 -1.7967 1.6487
C 1.0266 -3.7508 2.8401
C 1.6447 -4.9852 2.7197
C 0.5375 -3.3706 4.2511
C -0.0326 -1.9583 4.3942
C 1.7106 -3.4691 5.2403
C -0.5581 -4.3553 4.6843
H 2.3148 -8.9498 2.0365
H 0.9665 -7.9922 1.3952
H 1.5066 -7.7540 3.0560
H 3.7913 -8.2812 0.2087
H 4.0679 -6.5911 -0.2214
H 2.5036 -7.3425 -0.5529
H 4.5425 -7.8460 2.5135
H 3.7410 -6.6384 3.5242
H 4.7671 -6.1165 2.1906
H 2.3895 -5.0751 -0.5586
H 1.7350 -5.5846 3.6204
H 0.6932 -1.2003 4.1097
H -0.2997 -1.8152 5.4467
H -0.9177 -1.8062 3.7797
H 2.5118 -2.7851 4.9543
H 2.1309 -4.4745 5.2870
H 1.3726 -3.2004 6.2452
H -1.4042 -4.3130 3.9949
H -0.9197 -4.1032 5.6860
H -0.1946 -5.3843 4.7051
Cl 5.6237 3.9851 -0.4861
C 3.9240 3.5094 -0.3253
Cl 2.9343 4.6123 -1.3095
Cl 3.4299 3.7018 1.3976
C 3.7025 1.9852 -0.6726
O 4.6213 1.2443 -0.3839
O 2.5701 1.7469 -1.1649
C -0.5964 -2.8273 -4.9372
N -0.3257 -1.4081 -4.8424
C 1.1030 -1.1681 -4.7544
C -1.0316 -0.8417 -3.7033
C -0.8614 0.6534 -3.5790
C -1.3061 1.4559 -4.6313
C -1.1802 2.8354 -4.5739
C -0.5842 3.4199 -3.4620
C -0.1277 2.6106 -2.4280
C -0.2655 1.2182 -2.4518
H -0.0808 -3.2504 -5.8008
H -1.6674 -2.9985 -5.0620
H -0.2654 -3.3818 -4.0418
H 1.5892 -1.5446 -5.6560
H 1.5657 -1.6689 -3.8871
H 1.3060 -0.1012 -4.6712
H -0.7098 -1.3165 -2.7584
H -2.0916 -1.0933 -3.8310
H -1.7435 0.9827 -5.5048
H -1.5295 3.4491 -5.3958
H -0.4517 4.4950 -3.4104
H 0.3926 3.0913 -1.6030
*
```

**ΔE to the lowest compared entry with this formula, charge and spin**: 7.97 kcal/mol
**Largest force on an atom**: 0.421 eV/Å
**Highest occupied orbital energy**: -4.37 eV
**Orbital gap**: 6.87 eV